Entry 1:
88
Properties=species:S:1:pos:R:3:forces:R:3 method="wB97M-V/def2-TZVPD" de_lowest_kcal_mol=46.9 total_energy_ha=-7810.586513 total_charge=0 orbital_gap_ev="7.70 / 5.57" spin_multiplicity=5 fmax_ha_per_bohr=0.015 s2=6.053
Te -3.8849 -0.3060 0.4104 -0.019 -0.049 0.122
As 1.3377 -2.7195 2.4761 0.044 0.032 0.140
Mn -0.2346 -0.3955 -0.1791 0.222 -0.430 -0.568
S -0.6814 3.8448 6.3424 0.014 0.075 0.011
S -0.8240 2.6090 3.6250 -0.047 -0.028 -0.146
S 1.0028 -2.5193 0.3969 -0.193 -0.047 -0.077
S -5.4639 1.5944 -1.8228 -0.103 -0.034 0.057
S -0.8088 -0.0766 2.0573 0.027 -0.106 0.229
Si 1.9912 2.0476 -0.4999 -0.126 -0.025 -0.098
Si -0.8209 2.2542 -1.8337 0.116 -0.079 0.033
Si 1.2436 0.2277 -2.8238 -0.043 0.029 0.026
N -0.6589 0.2814 4.6510 0.001 0.112 0.033
N -0.6896 1.2002 5.6782 0.032 -0.055 0.181
N -0.6941 -1.4711 -1.9237 -0.034 0.147 0.250
C 0.3509 -0.9695 8.4834 -0.033 0.039 -0.007
C -6.7358 0.8665 0.2680 0.031 0.040 -0.033
C 3.1092 2.9917 -1.6868 0.110 -0.039 -0.002
C -2.0276 1.4045 -3.0053 -0.082 0.091 -0.092
C 1.3715 3.3032 0.7401 0.011 0.003 0.043
C -0.2855 3.8144 -2.7427 -0.082 0.048 0.004
C 0.2564 -0.4122 7.2183 0.065 -0.054 -0.017
C 3.1234 0.8631 0.4256 0.066 -0.001 0.100
C 2.5627 -4.1868 2.7058 0.006 -0.013 -0.024
C -1.5515 -2.4995 -1.8993 0.094 -0.022 0.107
C -1.8330 2.8557 -0.3629 -0.084 -0.001 0.004
C -1.2649 0.6078 9.2943 0.018 -0.015 -0.017
C 2.2016 -1.2422 3.3516 0.071 0.054 -0.088
C -0.5966 0.6589 6.9980 -0.005 0.017 -0.057
C -1.7459 -3.3280 -2.9832 -0.058 0.062 -0.059
C -0.1464 -2.0082 -4.1682 -0.094 -0.043 0.052
C -7.0746 2.1202 -1.6419 -0.004 -0.039 0.053
C -0.7352 2.5221 5.3616 0.001 -0.194 -0.073
C -0.1949 -3.2046 3.5261 -0.042 -0.071 -0.001
C -1.0297 -3.0737 -4.1452 0.043 0.069 0.004
C -0.4067 -0.4566 9.5270 0.005 0.002 -0.015
C -1.3678 1.1686 8.0300 -0.072 0.028 0.023
C -7.6353 1.6573 -0.4838 0.071 -0.014 -0.027
C 0.6065 1.1412 -1.3634 -0.063 0.260 0.069
C -0.7328 0.8696 3.5045 -0.140 0.249 0.021
C 2.8826 -0.6496 -2.5741 0.059 -0.073 -0.059
C 1.3977 1.1108 -4.4703 0.037 -0.017 -0.069
C 0.0125 -1.2083 -3.0387 0.043 0.027 -0.078
C -5.5031 0.7327 -0.3308 0.047 0.030 -0.102
H -7.5384 2.7431 -2.3891 -0.004 0.018 -0.024
H 3.9006 0.4657 -0.2272 0.029 -0.033 -0.004
H -2.8694 3.0076 -0.6827 0.033 0.024 0.044
H -0.8913 -2.3726 3.5230 -0.032 0.011 0.019
H 1.0197 -1.8024 8.6552 0.009 -0.007 -0.007
H -1.1730 4.3423 -3.1059 0.014 0.003 0.009
H 2.5682 3.7561 -2.2427 -0.046 0.055 -0.043
H 3.8960 3.4897 -1.1118 0.000 0.011 -0.020
H 3.7171 0.0518 -2.5256 0.007 -0.011 0.001
H -0.6524 -4.0919 3.0900 0.029 0.025 -0.005
H 2.7648 -4.3354 3.7657 0.007 -0.009 0.008
H 0.1365 -3.4138 4.5435 0.005 -0.006 -0.009
H 1.7981 -0.3167 2.9539 -0.003 0.019 0.032
H -1.4576 3.8116 0.0012 0.035 0.068 0.057
H 1.7789 0.4201 -5.2282 -0.011 0.013 -0.014
H 2.5712 0.0142 0.8286 -0.005 -0.058 0.033
H 2.8896 -1.2561 -1.6676 -0.003 -0.016 0.025
H 3.2730 -1.2959 3.1635 -0.022 -0.012 -0.016
H -1.6268 1.3272 -4.0185 0.008 -0.055 -0.012
H 2.1952 3.6540 1.3675 -0.004 0.002 -0.011
H -1.8653 1.0062 10.1009 -0.010 0.009 0.006
H 2.1188 1.9262 -4.3858 0.012 0.026 -0.006
H 0.6198 2.8624 1.3919 -0.030 -0.002 0.023
H 2.1239 -5.0858 2.2773 -0.001 0.009 0.014
H 1.9982 -1.3034 4.4171 0.002 -0.019 0.079
H 0.2544 4.4993 -2.0879 0.046 0.034 0.030
H 3.0571 -1.3113 -3.4279 0.021 -0.007 0.019
H -8.6483 1.8781 -0.1838 -0.024 0.002 0.015
H 0.3485 3.5987 -3.6017 0.040 -0.005 -0.057
H 0.9286 4.1735 0.2567 -0.055 0.060 -0.022
H 3.6035 2.3361 -2.4087 -0.014 0.027 0.012
H 0.8303 -0.8053 6.3913 0.020 0.001 0.012
H -2.9325 2.0194 -3.0611 0.119 -0.039 -0.051
H 0.4251 -1.7872 -5.0597 0.023 0.006 -0.016
H -1.1594 -3.7018 -5.0168 0.000 -0.012 -0.012
H 3.4851 -3.9518 2.1781 -0.006 -0.006 0.006
H -2.4435 -4.1500 -2.9161 -0.018 -0.005 0.000
H -1.8397 2.1600 0.4779 0.001 -0.017 -0.005
H 3.6166 1.3782 1.2555 -0.013 -0.006 -0.010
H -2.0763 -2.6648 -0.9652 0.028 -0.006 -0.040
H -2.3275 0.4091 -2.6813 -0.064 -0.036 0.042
H 0.4596 1.5298 -4.8308 -0.030 0.008 -0.012
H -2.0355 1.9961 7.8443 0.006 -0.019 0.020
H -6.9686 0.4090 1.2179 -0.015 -0.006 0.023
H -0.3306 -0.8875 10.5162 -0.001 -0.004 0.011

---

Entry 2:
50
Properties=species:S:1:pos:R:3:forces:R:3 method="wB97M-V/def2-TZVPD" total_energy_ha=-17979.507861 total_charge=-6 orbital_gap_ev=1.02 spin_multiplicity=1 fmax_ha_per_bohr=0.209
Br 0.7035 1.8071 -7.4333 1.035 0.479 -1.623
Br -2.1902 -4.3191 2.5809 -0.012 -0.837 -1.284
Br 5.7021 5.1724 1.8415 1.689 0.517 -2.369
Br -0.8837 1.9006 -5.7774 -0.239 0.998 2.041
Zn 5.0629 2.1948 -0.7611 0.286 -0.679 1.130
Zn 0.5824 -0.0522 3.5965 -3.872 -1.986 1.031
S 6.9861 1.0952 0.7227 1.332 -0.611 -3.049
S -4.0673 -5.2181 6.1669 1.405 -4.950 -8.923
Al 0.7695 3.3991 -4.1851 0.248 2.540 -2.334
Al -0.7315 -4.7751 0.7848 3.507 4.927 0.853
O -5.7054 -0.7362 -6.1850 1.826 -1.231 4.192
O 0.9058 -2.3954 -6.4773 0.978 -0.610 -0.439
O -4.1199 -4.3653 7.2408 -0.847 2.310 3.935
O 2.2229 -0.6052 4.5484 -0.116 -1.654 -2.375
O 7.0023 5.4642 0.1316 -1.809 -0.135 2.169
O 2.7872 0.0712 6.4067 8.190 -0.027 6.711
O 6.9904 1.1518 2.1088 -0.390 0.083 4.050
O 0.6835 -3.6379 1.3967 -2.862 -3.657 -1.819
O -1.2659 1.1582 6.9489 0.063 -0.108 -0.029
O -7.4785 -2.0615 -6.7480 -4.233 -6.260 2.856
O 0.8854 5.7419 -6.7610 0.590 1.743 -0.553
O 1.8643 3.8594 -5.5975 -0.927 0.386 -0.216
O -0.9075 -4.7955 -1.0816 -0.328 -1.600 -1.789
O -0.8949 -5.5298 7.0226 -4.803 -7.909 5.058
O 0.9899 3.5269 -1.8791 2.755 -1.061 -1.329
O 3.0087 3.1049 -1.3473 3.485 -1.867 -0.246
O -5.3596 3.3526 5.1981 -1.884 0.345 -1.109
O 8.2522 0.6726 0.1642 0.636 0.117 -0.470
O -1.3186 -0.6905 3.7560 2.993 1.408 -0.517
O -2.1718 -3.7681 -2.5729 0.083 -1.043 -0.217
O 0.8230 0.3353 5.9446 -1.018 -1.584 -1.429
O 0.5587 5.2501 -4.5478 -1.455 0.488 1.285
O -0.2307 -0.6464 -6.8726 -0.650 1.464 -1.725
O -7.5556 3.5859 4.4046 3.177 0.012 0.649
O -3.7219 -4.7379 4.7887 -1.095 -0.483 4.149
O 6.6169 2.5008 0.1792 -0.187 0.938 -0.743
O -1.1116 -5.4707 -3.3644 0.162 -0.270 1.832
O -0.7148 -1.8447 -5.1534 0.706 0.424 -0.956
O -4.5737 -6.6315 6.0748 0.372 2.807 1.732
O 1.7639 2.1727 -3.4443 4.092 -0.823 3.621
O -6.1302 5.1718 4.4694 1.610 8.134 -1.710
O 5.9041 0.2519 0.1283 -2.104 0.329 -1.003
N 1.9597 -0.2015 5.7061 -6.257 3.740 -3.049
N -6.6253 -1.3291 -6.6024 2.300 7.497 -7.105
N 0.0011 -1.6089 -6.1848 -1.223 -2.327 2.911
N -0.4713 -4.7212 6.4785 4.470 8.145 -5.395
N 2.1498 2.9203 -2.1458 -8.948 2.065 -1.859
N -6.2734 4.0634 4.6556 -3.277 -8.221 2.303
N 0.7880 4.9521 -5.8584 0.589 -4.223 1.273
N -1.4609 -4.7354 -2.4653 -0.042 2.263 1.885

---

Entry 3:
60
Properties=species:S:1:pos:R:3:forces:R:3 method="wB97M-V/def2-TZVPD" de_lowest_kcal_mol=22.2 total_energy_ha=-4698.839985 total_charge=+2 orbital_gap_ev="5.84 / 5.85" spin_multiplicity=1 fmax_ha_per_bohr=0.018
Ce -0.0631 -0.0265 -0.5766 -0.554 0.273 0.062
Br -5.9760 1.4908 0.1765 -0.044 -0.015 0.015
O 1.2047 2.3579 -1.9980 0.167 0.091 -0.001
O -1.6204 -1.0816 -2.0440 0.318 -0.227 -0.049
O 0.6417 -2.7895 -2.0793 0.198 -0.344 0.161
O -1.8996 -2.4149 -3.8448 -0.131 -0.099 0.076
N -1.0059 -2.0066 0.7525 0.410 0.099 -0.224
N -0.3876 -0.8111 -3.9326 0.031 -0.246 0.022
N 0.5468 -0.0455 -3.2144 -0.154 -0.168 -0.007
N 2.0264 1.0030 -0.2969 -0.904 0.007 0.104
N 1.5641 -1.6752 -0.2616 -0.791 0.398 -0.088
N -0.2291 2.0653 0.9584 0.457 -0.257 -0.178
N -2.0955 1.5209 -1.1118 0.115 0.060 -0.015
C -4.3980 1.9796 -0.7051 -0.037 0.026 0.037
C 0.6871 -2.5272 -0.8813 0.423 -0.630 0.169
C 3.5355 -2.0727 -1.6638 -0.159 0.168 -0.147
C -4.3458 3.0884 -1.5365 0.021 0.009 -0.030
C -2.3016 -3.6511 1.8819 -0.016 -0.019 0.006
C -3.2564 1.2247 -0.5200 0.113 -0.124 -0.049
C 1.3836 2.0859 -0.8089 0.670 0.544 0.231
C -1.6835 -4.6573 1.1551 0.016 -0.008 -0.025
C 4.5930 -1.5572 -2.3695 0.077 0.124 -0.060
C -0.0063 4.7778 1.4553 0.006 -0.005 -0.018
C 3.9167 0.7017 -1.8462 -0.205 0.042 -0.003
C -1.3123 -1.4623 -3.1957 -0.316 0.411 -0.085
C 2.6496 -1.1999 -1.0106 0.204 -0.058 -0.016
C 2.8532 0.1943 -1.0785 0.223 -0.160 -0.067
C 4.7757 -0.1652 -2.4712 0.059 -0.167 -0.050
C -2.9099 -3.1914 -3.1496 -0.012 0.026 -0.026
C -3.1395 3.3978 -2.1428 -0.051 0.027 -0.005
C 0.6157 2.8345 0.2542 -0.022 0.080 0.082
C -0.9623 2.6389 1.9153 -0.076 -0.074 -0.027
C -2.0364 2.5979 -1.9062 -0.001 -0.043 0.001
C -1.9442 -2.3366 1.6442 -0.048 0.081 -0.048
C -0.3983 -2.9908 0.0657 0.003 0.015 0.072
C -0.7163 -4.3226 0.2150 -0.091 -0.041 0.011
C -0.8690 3.9884 2.2021 0.005 0.020 0.006
C 0.7465 4.1934 0.4454 -0.071 0.056 0.026
H -0.2048 -5.0716 -0.3740 -0.002 0.001 0.009
H -1.9461 -5.6938 1.3212 -0.001 0.008 0.007
H 3.3820 -3.1399 -1.5863 0.000 0.003 0.006
H -2.4152 -3.8599 -2.4495 0.021 0.009 0.009
H -5.2287 3.6905 -1.7038 0.007 0.008 0.009
H -2.4154 -1.5250 2.1844 -0.003 0.006 -0.001
H 1.4542 -0.5126 -3.2425 0.020 0.009 0.032
H -1.6413 1.9980 2.4636 0.006 -0.006 0.006
H 0.6477 0.8726 -3.6385 0.005 0.039 0.080
H -3.0525 -3.8755 2.6258 0.007 -0.006 0.000
H -3.2889 0.3467 0.1181 0.011 -0.020 -0.019
H 5.6154 0.2243 -3.0306 0.000 -0.010 0.004
H 4.0680 1.7715 -1.8985 0.005 -0.005 0.012
H -3.4156 -3.7538 -3.9251 0.009 -0.009 -0.005
H 0.0798 5.8373 1.6568 0.002 -0.007 0.006
H -0.0983 -1.2648 -4.7895 0.066 0.076 -0.020
H -3.6028 -2.5324 -2.6349 -0.004 0.024 -0.014
H -1.0769 2.8243 -2.3537 0.017 -0.002 0.015
H 5.2970 -2.2258 -2.8460 0.002 0.014 0.000
H -1.4655 4.4089 2.9990 0.003 0.002 -0.004
H -3.0513 4.2560 -2.7940 -0.002 -0.008 -0.006
H 1.4262 4.7674 -0.1689 -0.002 0.001 0.010

---

Entry 4:
13
Properties=species:S:1:pos:R:3:forces:R:3 method="wB97M-V/def2-TZVPD" de_lowest_kcal_mol=77.2 total_energy_ha=-302.916983 total_charge=+1 orbital_gap_ev=10.05 spin_multiplicity=1 fmax_ha_per_bohr=0.114
O 2.1160 -0.8104 0.2019 0.190 0.544 2.729
N 0.9058 1.1656 0.1128 1.165 0.355 -0.030
N -0.3869 -0.4402 0.0189 1.251 -3.923 -1.246
C -0.4988 0.9105 0.1413 -3.474 4.348 1.772
C 1.1732 -0.1551 -0.3777 -1.810 -0.001 -2.701
C -1.2137 -1.3833 -0.0136 -1.909 -1.152 0.023
H 1.0114 -0.2932 -1.4686 1.136 -0.127 0.425
H -1.0250 1.0518 1.1414 0.667 0.876 -1.099
H -2.3061 -1.1896 0.1546 1.035 0.181 -0.068
H -1.0234 -2.4641 -0.2316 0.680 1.184 0.283
H -1.0877 1.3973 -0.6752 0.255 -0.416 0.611
H 2.0042 -0.3325 1.1070 1.442 -1.471 -1.135
H 1.3198 1.9280 -0.4423 -0.628 -0.399 0.436

---

Entry 5:
61
Properties=species:S:1:pos:R:3:forces:R:3 method="wB97M-V/def2-TZVPD" smiles="NP(O)[C@@H]1O[C@H](CCOC=O)[C@@H](F)[C@@H]1CCCSC(=S)N(c1ccccc1)c1ccccc1" total_energy_ha=-2541.120404 total_charge=0 orbital_gap_ev=7.05 spin_multiplicity=1 fmax_ha_per_bohr=0.072
S -0.3639 0.2387 0.1342 -0.258 -0.859 -0.977
S -0.2660 -1.8851 -2.0914 -0.487 0.243 -0.049
P 3.8230 -1.4385 2.6159 1.022 -0.196 1.352
F 3.7889 -0.0008 -2.5837 -0.183 -0.581 1.162
O 3.1621 -2.9840 2.6173 -1.060 1.745 -0.225
O 2.8080 0.5577 0.8058 1.029 0.514 -0.083
O 1.1775 4.4355 2.7819 0.271 0.139 -0.510
O 2.6164 3.9072 1.1061 -1.013 0.933 -0.159
N 2.7386 -0.5040 3.6624 0.157 -0.928 -1.892
N -2.5881 -0.7083 -1.0609 -0.042 1.265 0.842
C 1.7528 3.2162 0.1576 -0.608 -0.016 -0.631
C -2.9524 0.6157 -1.5445 -0.930 2.509 -2.514
C 2.9311 -2.7828 -0.5172 -0.394 0.371 -0.134
C -3.3363 -2.4970 2.2797 -0.625 1.219 -1.338
C -2.6202 -2.0392 1.0845 -2.225 0.456 0.555
C 2.5446 2.4374 -0.9434 -0.269 0.141 0.718
C -4.6844 -2.0486 2.6110 1.346 0.318 -1.791
C -3.2794 -1.1133 0.1321 -0.620 -1.904 3.119
C 1.4389 -2.9266 -0.0073 0.381 -1.103 0.467
C -3.0161 0.7661 -3.0090 -0.056 0.805 0.758
C -3.2146 1.8038 -0.7425 -0.129 0.217 -1.911
C -4.6473 -0.7162 0.4876 0.550 -0.323 -0.094
C -3.5663 3.0655 -1.4109 0.313 -1.299 -1.034
C -5.3483 -1.1403 1.6835 2.038 -1.085 0.105
C -1.1218 -0.7357 -0.9369 0.390 -0.383 0.797
C 3.7088 -0.5694 0.9489 -0.047 0.015 -1.557
C 1.7785 4.7899 1.8105 0.235 -0.415 0.738
C -3.6279 3.1919 -2.8749 0.561 -1.998 0.930
C -3.3221 2.0165 -3.6828 0.038 -0.197 2.243
C 3.5642 -1.3522 -0.4239 1.148 0.049 -1.535
C 3.2071 1.0965 -0.4646 0.332 -0.828 -1.714
C 0.3980 -3.3157 -1.1314 0.199 0.120 1.365
C 3.0360 -0.2029 -1.3807 -0.649 1.332 0.203
H 2.9455 -3.0987 -1.5941 0.139 0.388 0.802
H 3.1355 0.4416 3.6366 -0.316 -0.160 0.194
H 1.1606 4.0174 -0.3805 0.361 -0.896 0.487
H 1.8440 2.2749 -1.8132 0.677 0.042 0.933
H 1.4388 -3.7967 0.7176 -0.110 0.845 -0.721
H -2.8104 -3.2162 2.9481 -0.522 0.702 -0.576
H 1.0540 2.5733 0.7632 0.671 0.497 -0.803
H 4.7518 -0.1293 0.8526 -0.943 -0.437 0.576
H 2.1848 -2.9242 2.6723 0.542 -0.358 -0.080
H 1.6925 5.8640 1.4789 0.503 -0.963 -0.335
H 1.8529 -0.4652 3.1337 0.162 0.490 0.549
H -5.1694 -0.0452 -0.2357 0.420 -0.623 0.803
H 1.1414 -2.0322 0.6000 0.036 -0.625 -0.757
H -3.7955 3.9602 -0.7784 0.279 -0.993 -0.668
H -6.3859 -0.7978 1.9139 1.104 -0.234 -0.473
H -3.3159 2.0257 -4.8011 -0.096 0.153 1.236
H -5.1498 -2.4543 3.5392 0.260 0.605 -0.979
H 0.9072 -3.9970 -1.8633 -0.583 0.859 0.360
H 4.3141 1.3032 -0.6009 -0.782 -0.379 1.074
H 3.3742 3.1211 -1.2833 -0.933 -0.711 0.197
H -3.9022 4.1478 -3.3835 0.301 -0.921 0.735
H 3.6310 -3.4838 0.0203 -0.932 0.671 -0.397
H 1.9851 -0.2606 -1.7561 0.743 -0.402 0.614
H -1.5928 -2.4408 0.9330 -0.970 0.503 -0.021
H -3.1456 1.7522 0.3668 -0.142 0.094 -1.045
H -0.4785 -3.8830 -0.7125 0.879 0.599 -0.320
H -2.7956 -0.1262 -3.6507 -0.253 0.843 0.839
H 4.6086 -1.5082 -0.8357 -0.911 0.134 0.570

---

Entry 6:
26
Properties=species:S:1:pos:R:3:forces:R:3 method="wB97M-V/def2-TZVPD" de_lowest_kcal_mol=120.6 total_energy_ha=-406.738113 total_charge=0 orbital_gap_ev=6.52 spin_multiplicity=1 fmax_ha_per_bohr=0.056
O -1.2058 0.2536 2.8244 -0.189 0.132 -0.053
N 0.1015 -1.0688 -1.3961 -0.579 2.777 0.400
C -1.0801 0.4170 1.3805 0.374 -0.206 0.089
C -1.5414 1.8437 1.1027 -0.074 -0.226 0.109
C 0.6086 0.6612 -1.7941 -0.253 -2.859 -0.429
C 1.4245 0.9645 1.3339 -0.079 0.206 -0.417
C 0.5211 -1.1950 0.2775 0.425 1.247 1.576
C 0.2971 0.0874 0.8847 -0.210 -1.502 0.051
C 0.1124 -2.1949 -2.3405 0.576 0.030 -0.183
H -0.8602 2.5603 1.5610 -0.005 0.019 0.009
H 1.0778 -2.6953 -2.2519 -0.004 -0.012 -0.217
H -0.1248 -2.0107 0.6224 -0.126 -0.022 -0.535
H 2.3782 0.4337 1.3014 0.055 0.041 -0.009
H 0.0169 1.4559 -1.3534 -0.244 -0.501 0.091
H -1.8001 -0.2734 0.9104 -0.023 -0.005 -0.010
H 1.2800 1.3306 2.3548 0.016 -0.044 -0.005
H 1.5636 -1.5101 0.2311 -0.016 -0.033 -0.040
H -2.5408 1.9952 1.5119 0.026 0.083 0.051
H -0.8737 -0.9315 -1.1393 0.019 0.523 -0.421
H -0.6701 -2.9143 -2.0733 0.123 0.219 -0.104
H 1.6456 0.7238 -1.4892 -0.052 -0.175 0.135
H -0.7430 -0.5603 3.0522 0.062 0.096 -0.108
H -0.0363 -1.8381 -3.3601 -0.018 -0.192 -0.017
H -1.5865 2.0337 0.0293 0.023 0.005 -0.024
H 0.5154 0.5734 -2.8737 -0.036 0.264 -0.018
H 1.5202 1.8584 0.6937 0.211 0.135 0.080